Record 1
This record from OMol25 describes 2 unconnected molecules or ions with the total composition C7H10. The level of theory is the ωB97M-V functional and the def2-TZVPD basis.

Bonds (Å) are listed after each position.
Cartesian coordinates (Å):
1 C 0.85 -0.73 -1.10  C2 1.347, C7 1.533, H8 1.087
2 C -0.48 -0.66 -0.90  C1 1.347, C3 1.521, C6 1.484
3 C -1.53 -0.78 0.19  C2 1.521, C4 1.504, C5 1.541, H9 1.085
4 C -0.89 -0.13 1.39  C3 1.504, C5 1.502, H10 1.088, H11 1.088
5 C -1.42 0.76 0.30  C3 1.541, C4 1.502, C6 1.556, H12 1.087
6 C -0.56 0.82 -0.99  C2 1.484, C5 1.556, C7 1.565, H13 1.094
7 C 0.99 0.79 -1.16  C1 1.533, C6 1.565, H14 1.098, H15 1.097
8 H 1.60 -1.52 -0.98  C1 1.087
9 H -2.40 -1.42 0.25  C3 1.085
10 H -1.48 -0.13 2.30  C4 1.088
11 H 0.18 -0.24 1.56  C4 1.088
12 H -2.23 1.45 0.52  C5 1.087
13 H -1.14 1.25 -1.82  C6 1.094
14 H 1.52 1.18 -0.29  C7 1.098
15 H 1.40 1.27 -2.07  C7 1.097
16 H 2.87 -0.64 1.22  H17 0.743
17 H 2.70 -1.27 1.58  H16 0.743

HOMO level = -8.67 eV
Gap between HOMO and LUMO = 9.84 eV
Energy above the lowest of the compared OMol25 structures with the same formula, charge and spin = 5.423 eV
LUMO level = 1.164 eV
Calculated total energy = -7415.611 eV
SMILES = C1=C2[C@H]3C[C@H]3[C@H]2C1.[H][H]

=====

Record 2
This record from OMol25 describes a single C7H10BClO2 molecule at a distorted geometry. The level of theory is the ωB97M-V functional and the def2-TZVPD basis.

Bonds (Å) are listed after each position.
Cartesian coordinates (Å):
1 B 1.91 -0.81 -0.12  C3 1.577, O9 1.383, O10 1.346
2 C -0.77 -0.08 1.32  C4 1.506, C5 1.523, H12 1.065, H13 1.182
3 C 0.45 -0.78 -0.70  B1 1.577, C4 1.478, H14 1.072
4 C -0.72 -1.05 0.17  C2 1.506, C3 1.478, C8 1.534, H15 1.193
5 C -0.92 1.23 0.56  C2 1.523, C6 1.460, C7 1.469, H16 1.044
6 C -0.23 1.29 -0.73  C5 1.460, C7 1.450, H17 1.104
7 C -1.64 0.97 -0.69  C5 1.469, C6 1.450, C8 1.541, H18 0.998
8 C -1.86 -0.56 -0.72  C4 1.534, C7 1.541, Cl11 1.776, H19 1.073
9 O 2.82 -0.86 -1.16  B1 1.383, H20 0.911
10 O 2.22 -0.61 1.18  B1 1.346, H21 0.987
11 Cl -3.47 -0.80 -0.02  C8 1.776
12 H -1.68 -0.16 1.88  C2 1.065
13 H 0.22 -0.02 1.96  C2 1.182
14 H 0.30 -0.96 -1.75  C3 1.072
15 H -0.74 -2.23 0.31  C4 1.193
16 H -0.95 2.13 1.09  C5 1.044
17 H 0.31 2.07 -1.28  C6 1.104
18 H -2.29 1.67 -0.96  C7 0.998
19 H -1.87 -1.13 -1.63  C8 1.073
20 H 3.73 -0.91 -1.12  O9 0.911
21 H 2.97 0.02 1.23  O10 0.987

HOMO level = -8.67 eV
Gap between HOMO and LUMO = 8.91 eV
Energy above the lowest of the compared OMol25 structures with the same formula, charge and spin = 2.361 eV
LUMO level = 0.244 eV
Calculated total energy = -24714.311 eV

=====

Record 3
This record from OMol25 describes a gas-phase ion, C7H10BINO4 (charge +1) at a distorted geometry. The level of theory is the ωB97M-V functional and the def2-TZVPD basis.

Bonds (Å) are listed after each position.
Cartesian coordinates (Å):
1 C 3.05 -0.78 -0.09  N2 1.543, H15 1.150, H16 1.048, H17 1.156
2 N 1.82 0.09 -0.41  C1 1.543, C3 1.504, C14 1.482, H18 1.125
3 C 0.77 -0.67 -1.17  N2 1.504, C4 1.555, H19 1.153, H20 1.027
4 C -0.13 -1.39 -0.13  C3 1.555, O5 1.218, O6 1.327
5 O 0.09 -2.52 0.26  C4 1.218
6 O -1.16 -0.64 0.23  C4 1.327, B7 1.360
7 B -1.72 0.58 0.49  O6 1.360, C8 1.600, O11 1.379
8 C -3.31 0.75 0.58  B7 1.600, C9 1.332, H21 1.038
9 C -4.08 -0.18 0.02  C8 1.332, I10 2.066, H22 1.194
10 I -6.14 -0.31 0.01  C9 2.066
11 O -0.93 1.66 0.79  B7 1.379, C12 1.290
12 C 0.27 1.82 0.34  O11 1.290, O13 1.196, C14 1.560
13 O 0.55 2.67 -0.45  C12 1.196
14 C 1.32 0.77 0.81  N2 1.482, C12 1.560, H23 1.056, H24 1.116
15 H 2.74 -1.87 -0.32  C1 1.150
16 H 3.78 -0.55 -0.81  C1 1.048
17 H 3.40 -0.63 1.01  C1 1.156
18 H 2.16 1.00 -0.97  N2 1.125
19 H 1.23 -1.53 -1.79  C3 1.153
20 H 0.28 0.03 -1.74  C3 1.027
21 H -3.74 1.60 0.99  C8 1.038
22 H -3.40 -1.08 -0.37  C9 1.194
23 H 2.16 1.23 1.26  C14 1.056
24 H 0.97 -0.06 1.47  C14 1.116

HOMO level = -12.00 eV
Gap between HOMO and LUMO = 8.23 eV
Net charge = +1
Energy above the lowest of the compared OMol25 structures with the same formula, charge and spin = 0.000 eV
LUMO level = -3.768 eV
Calculated total energy = -25871.555 eV
SMILES = C[NH+]1CC(=O)OB(/C=C/I)OC(=O)C1

=====

What did the third record say?
This record from OMol25 describes a gas-phase ion, C7H10BINO4 (charge +1) at a distorted geometry. The level of theory is the ωB97M-V functional and the def2-TZVPD basis.

Bonds (Å) are listed after each position.
Cartesian coordinates (Å):
1 C 3.05 -0.78 -0.09  N2 1.543, H15 1.150, H16 1.048, H17 1.156
2 N 1.82 0.09 -0.41  C1 1.543, C3 1.504, C14 1.482, H18 1.125
3 C 0.77 -0.67 -1.17  N2 1.504, C4 1.555, H19 1.153, H20 1.027
4 C -0.13 -1.39 -0.13  C3 1.555, O5 1.218, O6 1.327
5 O 0.09 -2.52 0.26  C4 1.218
6 O -1.16 -0.64 0.23  C4 1.327, B7 1.360
7 B -1.72 0.58 0.49  O6 1.360, C8 1.600, O11 1.379
8 C -3.31 0.75 0.58  B7 1.600, C9 1.332, H21 1.038
9 C -4.08 -0.18 0.02  C8 1.332, I10 2.066, H22 1.194
10 I -6.14 -0.31 0.01  C9 2.066
11 O -0.93 1.66 0.79  B7 1.379, C12 1.290
12 C 0.27 1.82 0.34  O11 1.290, O13 1.196, C14 1.560
13 O 0.55 2.67 -0.45  C12 1.196
14 C 1.32 0.77 0.81  N2 1.482, C12 1.560, H23 1.056, H24 1.116
15 H 2.74 -1.87 -0.32  C1 1.150
16 H 3.78 -0.55 -0.81  C1 1.048
17 H 3.40 -0.63 1.01  C1 1.156
18 H 2.16 1.00 -0.97  N2 1.125
19 H 1.23 -1.53 -1.79  C3 1.153
20 H 0.28 0.03 -1.74  C3 1.027
21 H -3.74 1.60 0.99  C8 1.038
22 H -3.40 -1.08 -0.37  C9 1.194
23 H 2.16 1.23 1.26  C14 1.056
24 H 0.97 -0.06 1.47  C14 1.116

HOMO level = -12.00 eV
Gap between HOMO and LUMO = 8.23 eV
Net charge = +1
Energy above the lowest of the compared OMol25 structures with the same formula, charge and spin = 0.000 eV
LUMO level = -3.768 eV
Calculated total energy = -25871.555 eV
SMILES = C[NH+]1CC(=O)OB(/C=C/I)OC(=O)C1

=====

Question: The lowest HOMO level belongs to which entry?
Answer: C7H10BINO4

=====

Question: Look up the gap between HOMO and LUMO of the second one.
Answer: 8.91 eV